<a>
Formula: C3H12O4
Source: OMol25
Level of theory: ωB97M-V/def2-TZVPD

## Properties
* LUMO: 0.11 eV
* molecular weight: 112.12 g/mol
* gap between HOMO and LUMO: 7.86 eV
* structure (SMILES): C/C=C/O.O.O.O
* highest occupied orbital energy: -7.7416 eV

Geometry as ORCA input:
```
! RIJCOSX wB97M-V def2-TZVPD def2/J DEFGRID3
* xyz 0 1
O -2.410 -1.577 -2.185
O -0.583 0.493 -1.076
O 0.351 2.591 1.861
O -2.839 0.048 1.234
C 0.451 -0.449 -0.958
C 1.250 -0.261 0.136
C 2.758 -0.370 0.097
H 3.004 -0.164 -0.946
H 3.114 -1.292 0.579
H -1.970 0.391 1.009
H -2.420 -2.521 -2.047
H 0.765 -0.516 1.083
H 0.174 -1.353 -1.501
H -2.813 -0.011 2.186
H 3.222 0.394 0.728
H -0.916 0.371 -1.976
H 0.865 3.400 1.979
H -2.763 -1.244 -1.372
H 0.761 2.070 1.169
*
```

***

<b>
Formula: C3H12O4
Source: OMol25
Level of theory: ωB97M-V/def2-TZVPD

## Properties
* LUMO: 0.52 eV
* molecular weight: 112.12 g/mol
* gap between HOMO and LUMO: 10.95 eV
* structure (SMILES): OCCCO.O.O
* highest occupied orbital energy: -10.4304 eV

Geometry as ORCA input:
```
! RIJCOSX wB97M-V def2-TZVPD def2/J DEFGRID3
* xyz 0 1
O 1.899 -0.318 -0.969
O -2.748 -0.545 0.350
O 0.822 -3.694 -0.396
O 0.748 3.647 1.368
C 0.800 0.493 -0.536
C -0.447 -0.344 -0.368
C -1.688 0.375 0.132
H -2.060 1.075 -0.614
H 1.060 0.987 0.397
H 1.321 -2.993 -0.830
H -0.075 -3.624 -0.745
H -1.489 0.940 1.050
H -0.666 -0.883 -1.291
H 0.711 1.220 -1.341
H 2.182 -0.857 -0.216
H 1.502 3.428 1.922
H 0.912 3.197 0.534
H -2.598 -0.981 1.196
H -0.184 -1.124 0.356
*
```

***

<c>
Formula: C3H12O4
Source: OMol25
Level of theory: ωB97M-V/def2-TZVPD

## Properties
* LUMO: 0.77 eV
* molecular weight: 112.12 g/mol
* gap between HOMO and LUMO: 9.40 eV
* structure (SMILES): C/C=C/O.O.O.O
* highest occupied orbital energy: -8.6249 eV

Geometry as ORCA input:
```
! RIJCOSX wB97M-V def2-TZVPD def2/J DEFGRID3
* xyz 0 1
O -2.195 -0.252 0.488
O -0.954 3.434 2.324
O 1.074 5.853 0.989
O 3.004 -2.555 -0.860
C -0.768 -1.536 -0.973
C -1.636 -1.419 0.027
C -0.143 -2.847 -1.345
H -0.688 -3.291 -2.181
H -2.221 0.353 -0.264
H -0.636 -0.684 -1.641
H -0.700 4.153 2.908
H 1.166 4.893 0.976
H -0.850 2.610 2.808
H 0.750 -2.647 -1.939
H 2.795 -3.277 -1.464
H 0.416 6.024 0.298
H 0.018 -3.500 -0.499
H 3.556 -3.007 -0.206
H -1.987 -2.305 0.555
*
```

***

<d>
Formula: C3H12O4
Source: OMol25
Level of theory: ωB97M-V/def2-TZVPD

## Properties
* LUMO: 0.51 eV
* molecular weight: 112.12 g/mol
* gap between HOMO and LUMO: 10.23 eV
* structure (SMILES): C=CCO.O.O.O
* highest occupied orbital energy: -9.7268 eV

Geometry as ORCA input:
```
! RIJCOSX wB97M-V def2-TZVPD def2/J DEFGRID3
* xyz 0 1
O -1.342 1.441 1.242
O 0.924 2.055 -0.278
O 1.489 0.606 2.899
O -0.237 -1.456 0.422
C -0.836 -0.137 -2.301
C -0.685 -1.340 -1.935
C 0.137 -1.939 -0.879
H -1.119 -2.211 -2.508
H 1.634 2.274 0.248
H 2.285 0.642 3.399
H -1.650 0.762 1.901
H 0.032 -3.082 -0.833
H -1.900 2.144 1.478
H 1.528 -0.242 2.423
H -0.408 0.773 -1.852
H 0.184 -0.640 0.357
H -1.608 0.155 -3.000
H 0.392 1.783 0.384
H 1.180 -1.588 -1.165
*
```

***

Which of them is the most stable, and which is the least stable? <b> and <a>, in that order.

***

<a>
Formula: H36O18
Source: OMol25
Level of theory: ωB97M-V/def2-TZVPD

## Properties
* LUMO: -0.46 eV
* molecular weight: 324.27 g/mol
* gap between HOMO and LUMO: 9.78 eV
* highest occupied orbital energy: -10.2408 eV

Geometry as ORCA input:
```
! RIJCOSX wB97M-V def2-TZVPD def2/J DEFGRID3
* xyz 0 1
O 1.121 4.093 -0.027
O -1.244 2.958 -1.047
O -3.595 1.900 -3.717
O -4.621 -1.280 -3.642
O 2.751 -3.129 1.104
O -1.941 3.945 1.473
O 4.399 -1.303 2.490
O 0.582 -3.464 -3.021
O 1.731 1.118 3.789
O -1.395 -0.456 2.264
O 0.791 -1.555 -4.944
O -0.817 2.448 3.486
O -1.710 -0.414 -4.277
O 1.904 -1.907 -1.212
O -3.625 -2.052 3.755
O -0.053 0.338 0.205
O 0.690 -1.934 3.439
O 3.194 0.939 0.866
H -3.711 -1.004 -3.751
H -1.521 3.410 2.146
H -1.023 2.373 4.417
H 0.353 -1.632 -5.792
H -2.734 4.280 1.893
H 0.411 -2.067 2.533
H 0.708 -2.808 -3.707
H 4.883 -1.863 1.883
H 2.944 -4.051 1.273
H -1.573 3.062 -0.154
H 3.369 0.726 -0.050
H 2.266 -2.569 -0.623
H 2.224 1.808 4.232
H -0.568 0.463 -0.592
H -3.344 -1.877 2.857
H 2.528 -1.863 -1.936
H -5.128 -0.636 -4.137
H 0.031 -1.345 3.809
H 4.939 -1.283 3.281
H 2.191 0.990 2.959
H -2.015 2.716 -1.560
H -1.391 0.356 2.772
H -0.966 -0.225 1.440
H 0.301 3.721 -0.350
H 0.723 -2.987 -2.203
H 0.128 2.302 3.437
H -2.901 -1.742 4.299
H -4.435 1.479 -3.897
H -2.967 1.423 -4.261
H 3.497 0.173 1.353
H 1.683 -1.283 -5.158
H 1.652 3.333 0.212
H -1.723 -0.122 -5.188
H -0.885 -0.893 -4.190
H 3.084 -2.670 1.875
H 0.808 0.058 -0.107
*
```

***

<b>
Formula: H36O18
Source: OMol25
Level of theory: ωB97M-V/def2-TZVPD

## Properties
* LUMO: -1.00 eV
* molecular weight: 324.27 g/mol
* gap between HOMO and LUMO: 9.44 eV
* highest occupied orbital energy: -10.4463 eV

Geometry as ORCA input:
```
! RIJCOSX wB97M-V def2-TZVPD def2/J DEFGRID3
* xyz 0 1
O -4.203 -1.441 0.843
O -1.531 -0.506 -2.998
O 0.544 3.453 -0.249
O 3.223 -3.486 2.621
O -2.185 3.207 -1.153
O 0.678 1.099 -4.521
O -2.720 -0.124 3.453
O 4.456 -0.961 2.115
O -0.609 -1.015 4.921
O 5.801 -2.158 0.277
O 1.190 4.596 2.127
O -1.766 1.134 1.266
O 0.630 -0.258 -0.413
O -1.527 -2.636 -4.929
O -3.386 -4.055 0.268
O -3.359 0.608 -0.998
O 2.914 1.949 2.708
O 2.118 -1.208 -5.304
H 2.677 1.227 2.125
H 6.397 -1.439 0.068
H -2.145 4.051 -1.603
H 0.609 4.729 1.377
H -1.047 1.593 0.832
H -3.002 1.377 -1.443
H -1.942 -0.491 3.873
H 3.013 -0.877 -5.228
H -3.595 -0.956 0.285
H 4.047 -3.972 2.644
H -0.689 -0.073 -3.139
H 0.320 -0.726 0.363
H -0.343 -0.214 5.372
H -2.872 3.317 -0.496
H 3.566 1.575 3.300
H 0.971 3.940 -0.954
H 2.565 -4.116 2.915
H -1.769 -2.121 -4.158
H -3.227 -4.086 -0.675
H 1.569 -0.490 -4.990
H 1.556 3.722 1.995
H -2.375 0.448 2.768
H -1.693 -0.415 -2.059
H -3.980 -1.170 1.733
H 3.579 -1.181 1.801
H 4.539 -1.431 2.945
H 0.843 2.042 -4.548
H -2.555 1.457 0.830
H -2.311 -3.147 -5.131
H 5.124 -1.758 0.822
H -3.664 -3.154 0.435
H -4.307 0.738 -1.018
H 0.151 0.570 -0.402
H 0.174 -1.567 4.931
H -0.070 0.970 -5.104
H -0.379 3.428 -0.500
*
```

***

<c>
Formula: H36O18
Source: OMol25
Level of theory: ωB97M-V/def2-TZVPD

## Properties
* LUMO: -0.29 eV
* molecular weight: 324.27 g/mol
* gap between HOMO and LUMO: 10.31 eV
* highest occupied orbital energy: -10.5922 eV

Geometry as ORCA input:
```
! RIJCOSX wB97M-V def2-TZVPD def2/J DEFGRID3
* xyz 0 1
O 2.634 2.226 3.371
O -2.091 0.984 -1.966
O 4.210 -0.592 0.178
O 2.310 4.028 -0.284
O -0.015 -3.778 0.244
O 0.184 -3.162 -5.302
O -5.506 1.513 -2.025
O 2.503 5.157 2.819
O 3.283 -1.560 3.597
O -2.223 -4.065 -3.563
O -1.778 3.071 4.198
O 0.994 3.741 -2.646
O 1.972 -3.413 -2.934
O -3.694 1.479 1.220
O -0.887 0.883 1.214
O -1.696 0.568 5.278
O 2.373 -1.136 -5.011
O -2.246 -5.931 1.431
H -1.591 -5.238 1.397
H 2.949 -1.532 4.496
H -2.910 0.751 -2.387
H 1.072 -3.487 -5.019
H 0.463 4.071 -3.379
H -2.882 -4.125 -4.253
H -2.369 3.492 4.840
H -1.583 1.141 1.827
H 4.367 -1.489 0.501
H 1.571 3.134 -3.136
H -0.368 -3.171 -4.504
H 2.262 4.978 1.894
H -4.504 1.386 1.733
H 2.898 2.004 4.270
H -1.237 0.394 4.442
H -2.314 1.533 -1.205
H -1.371 -4.344 -3.866
H 4.867 -0.063 0.654
H 0.602 -3.176 0.669
H -5.196 0.838 -1.439
H 2.665 -3.038 -2.361
H -1.810 2.296 4.818
H 0.291 -3.800 -0.674
H -2.598 0.224 5.227
H 2.390 -4.291 -2.943
H 2.130 3.062 3.391
H 2.437 -1.387 3.168
H 1.842 -0.348 -5.193
H 1.633 -1.683 -5.336
H 1.802 3.291 -0.656
H -0.962 -0.064 1.057
H -5.282 2.412 -1.799
H 1.622 5.421 3.133
H 3.148 3.562 -0.391
H -3.439 2.381 1.463
H -3.045 -5.430 1.224
*
```

***

Which of them is the most stable, and which is the least stable? <a> and <c>, in that order.

***

<a>
Formula: C9H14O
Source: OMol25
Level of theory: ωB97M-V/def2-TZVPD

## Properties
* LUMO (spin up / spin down): 3.49 / 3.43 eV
* molecular weight: 138.21 g/mol
* gap between HOMO and LUMO (spin up / spin down): 2.33 / 6.81 eV
* highest occupied orbital energy (spin up / spin down): 1.1635 / -3.3778 eV

Geometry as ORCA input:
```
! RIJCOSX wB97M-V def2-TZVPD def2/J DEFGRID3
* xyz -1 2
O 1.193 -2.381 -3.572
C -0.968 -0.806 3.544
C 0.720 -1.498 -1.319
C 0.584 -0.117 -3.413
C 0.188 0.954 -2.608
C -0.062 1.967 -0.351
C 0.772 -1.357 -2.718
C 0.230 0.826 -1.244
C 0.387 -0.386 -0.647
C -0.614 0.709 3.280
H -0.936 2.006 0.461
H 0.017 0.764 2.434
H 0.297 -0.412 0.421
H -0.156 1.885 -3.045
H 0.850 -3.330 -3.320
H 0.882 -2.549 -0.985
H -0.267 2.944 -0.960
H -1.528 1.400 3.314
H 0.819 2.146 0.188
H -1.218 -1.035 4.525
H 0.786 -0.091 -4.440
H -0.241 0.944 4.242
H -0.025 -1.388 3.349
H -1.709 -1.196 2.865
*
```

***

<b>
Formula: C9H14O
Source: OMol25
Level of theory: ωB97M-V/def2-TZVPD

## Properties
* LUMO (spin up / spin down): 3.98 / 3.73 eV
* molecular weight: 138.21 g/mol
* gap between HOMO and LUMO (spin up / spin down): 2.93 / 7.51 eV
* highest occupied orbital energy (spin up / spin down): 1.0446 / -3.7737 eV

Geometry as ORCA input:
```
! RIJCOSX wB97M-V def2-TZVPD def2/J DEFGRID3
* xyz -1 2
O -0.770 2.925 -0.125
C 0.794 -0.503 3.565
C 0.213 -0.857 -1.685
C -1.335 0.576 -0.348
C -0.005 -1.852 3.592
C -0.416 1.623 -0.432
C 0.878 1.382 -0.925
C -1.043 -0.586 -1.120
C 0.397 -2.082 -2.535
C 1.176 0.132 -1.480
H -0.483 -2.051 -3.195
H 0.257 0.136 2.861
H 0.789 -2.599 3.716
H -0.396 -2.073 2.596
H -0.814 -1.892 4.314
H -1.705 2.863 0.068
H 0.378 -3.056 -2.062
H 2.176 -0.012 -1.881
H -1.842 -1.331 -1.101
H 1.780 -0.708 3.161
H 0.772 -0.143 4.589
H -2.318 0.679 0.093
H 1.577 2.184 -0.730
H 1.321 -1.980 -3.101
*
```

***

Which of them is the most stable, and which is the least stable? <b> and <a>, in that order.

***

<a>
Formula: C9H14O
Source: OMol25
Level of theory: ωB97M-V/def2-TZVPD

## Properties
* LUMO (spin up / spin down): 3.75 / 3.62 eV
* molecular weight: 138.21 g/mol
* gap between HOMO and LUMO (spin up / spin down): 2.61 / 7.00 eV
* highest occupied orbital energy (spin up / spin down): 1.1396 / -3.3827 eV

Geometry as ORCA input:
```
! RIJCOSX wB97M-V def2-TZVPD def2/J DEFGRID3
* xyz -1 2
O -0.397 2.506 -0.191
C 1.228 0.574 0.293
C 0.632 -0.371 -2.300
C 1.769 -0.847 -1.556
C 2.827 -1.576 -2.205
C 0.029 0.715 -1.641
C 1.938 -0.524 -0.211
C -2.415 -0.516 1.848
C 0.274 1.263 -0.374
C -2.800 0.664 2.649
H -2.865 0.421 3.724
H -0.875 1.252 -2.067
H -3.195 -0.912 1.183
H -2.139 -1.371 2.563
H 3.838 -1.070 -2.062
H 1.595 0.912 1.228
H -3.887 0.987 2.459
H 0.355 -0.840 -3.305
H 2.826 -1.462 -3.270
H -2.405 1.689 2.620
H -1.545 -0.454 1.316
H 2.832 -2.624 -1.806
H 2.673 -1.100 0.367
H -0.291 2.683 0.738
*
```

***

<b>
Formula: C9H14O
Source: OMol25
Level of theory: ωB97M-V/def2-TZVPD

## Properties
* LUMO (spin up / spin down): 3.53 / 3.49 eV
* molecular weight: 138.21 g/mol
* gap between HOMO and LUMO (spin up / spin down): 2.24 / 9.66 eV
* highest occupied orbital energy (spin up / spin down): 1.2898 / -6.1719 eV

Geometry as ORCA input:
```
! RIJCOSX wB97M-V def2-TZVPD def2/J DEFGRID3
* xyz -1 2
O -3.745 -1.544 0.736
C 2.578 2.043 -0.729
C 2.898 1.606 0.597
C 2.637 0.354 1.123
C 1.730 -0.209 -1.048
C -4.269 -0.215 0.671
C 2.018 1.035 -1.494
C 1.991 -0.575 0.266
C -4.576 0.315 -0.771
C 1.557 -2.033 0.594
H 2.356 -2.510 1.069
H 1.457 -0.972 -1.684
H -3.612 0.668 -1.332
H 3.507 2.416 0.979
H -5.070 -0.344 -1.496
H 0.791 -1.912 1.308
H 1.327 -2.651 -0.253
H 2.665 3.111 -0.962
H -5.225 1.204 -0.799
H 1.702 1.335 -2.491
H -3.364 0.374 1.225
H -5.055 -0.334 1.353
H -4.164 -1.996 -0.020
H 3.255 0.024 1.964
*
```

***

Which of them is the most stable, and which is the least stable? <b> and <a>, in that order.